C21H38N4OPt | ωB97M-V/def2-TZVPD

Output
Relative energy (zero: lowest compared OMol25 entry of this formula, charge and spin) = 0.00 kJ/mol
Frontier orbital gap = 7.30 eV
Max |F| = 0.52 eV/A

Each line ends with the natural charge from an NBO analysis.
Positions of all 65 atoms, in Å:
Pt -0.7489 -1.0779 0.2792  0.688
N -0.4406 -0.2105 2.2578  -0.826
C -0.7830 -1.2866 3.2018  -0.230
C -0.1385 -2.5681 2.6982  -0.244
N -0.6251 -2.8535 1.3265  -0.755
H 0.5446 0.0303 2.3295  0.401
H -0.9760 0.6422 2.3940  0.416
H -1.8706 -1.3789 3.2252  0.203
H -0.4391 -1.0827 4.2194  0.198
H -0.3265 -3.4038 3.3757  0.196
H 0.9358 -2.4145 2.6132  0.236
H -1.5889 -3.1777 1.3574  0.393
H -0.0735 -3.5837 0.8863  0.405
C 2.7126 1.1033 1.2293  -0.590
C 1.6843 1.3189 0.1186  -0.279
C 2.3606 1.9193 -1.1171  -0.598
C 0.5088 2.1743 0.5429  -0.025
C 0.7157 3.3434 1.2705  -0.229
C -0.3311 4.1771 1.6209  -0.260
C -1.6183 3.8326 1.2309  -0.201
C -1.8771 2.6746 0.5091  -0.080
C -3.3097 2.3700 0.1076  -0.227
C -3.8602 1.1006 0.7628  -0.604
C -3.4996 2.3315 -1.4107  -0.604
C -0.7981 1.8289 0.1463  0.295
O -1.0463 0.7301 -0.5703  -0.798
H 3.4492 0.3542 0.9293  0.216
H 2.2455 0.7604 2.1555  0.178
H 3.2563 2.0232 1.4545  0.201
H 1.2830 0.3419 -0.1615  0.221
H 2.7817 2.8994 -0.8792  0.202
H 1.6490 2.0488 -1.9327  0.218
H 3.1732 1.2771 -1.4678  0.199
H 1.7254 3.6104 1.5608  0.201
H -0.1489 5.0841 2.1825  0.207
H -2.4502 4.4786 1.4917  0.201
H -3.9066 3.2053 0.4891  0.192
H -3.3382 0.2168 0.3947  0.223
H -4.9242 0.9900 0.5402  0.203
H -3.7554 1.1482 1.8518  0.191
H -2.9229 1.5161 -1.8441  0.230
H -3.1690 3.2672 -1.8650  0.206
H -4.5545 2.1883 -1.6579  0.197
N 2.6095 -1.8236 -0.4375  -0.338
C 3.8774 -1.9852 -0.8601  -0.046
C 4.6451 -2.1584 0.2671  -0.352
C 3.7254 -2.0799 1.3290  -0.062
N 2.4903 -1.8699 0.8918  -0.306
H 1.7757 -1.6445 -0.9812  0.440
H 4.1304 -1.9615 -1.9063  0.227
H 5.7086 -2.3128 0.3136  0.233
H 3.9151 -2.1557 2.3881  0.207
C -1.0161 -2.6825 -3.8833  -0.598
C -0.9868 -1.5660 -2.8370  -0.243
C 0.2105 -0.6586 -3.0850  -0.616
C -1.0009 -2.1719 -1.4322  -0.663
H -1.1181 -2.2828 -4.8950  0.204
H -1.8433 -3.3739 -3.7080  0.202
H -0.0868 -3.2597 -3.8459  0.190
H -1.8993 -0.9736 -2.9641  0.200
H 1.1422 -1.2421 -3.0684  0.167
H 0.2661 0.1188 -2.3277  0.242
H 0.1521 -0.1897 -4.0703  0.208
H -1.9611 -2.6986 -1.3141  0.186
H -0.2406 -2.9775 -1.4201  0.152

Atoms 1-6, force components in eV/Å:
Pt -0.117 -0.051 -0.025
N -0.055 -0.089 0.052
C 0.044 -0.001 -0.010
C 0.021 0.010 0.031
N -0.201 0.122 0.079
H -0.098 0.038 -0.023

=====

C21H39AsCeCl2N3S5 | ωB97M-V/def2-TZVPD

Output
Relative energy (zero: lowest compared OMol25 entry of this formula, charge and spin) = 145.09 kJ/mol
Net charge = +2
Frontier orbital gap (spin up / spin down) = 6.84 / 6.88 eV
2S+1 = 2
⟨S²⟩ = 0.751
Max |F| = 3.12 eV/A

Each line ends with the Löwdin charge.
Positions of all 72 atoms, in Å:
Ce 0.7863 -0.1197 -0.0205  0.075
C -0.8333 -2.8816 2.5877  -0.474
C -0.4640 -1.7477 3.5206  -0.490
S 1.0615 -0.8638 3.0478  0.823
C 2.3426 -2.1023 3.4997  -0.460
C 3.6208 -1.8786 2.7142  -0.485
S 3.3943 -1.9013 0.9009  0.844
C 3.1994 -3.7004 0.5815  -0.469
C 2.7330 -3.9164 -0.8422  -0.483
S 1.1232 -3.1252 -1.2007  0.902
C -0.0004 -4.3036 -0.3364  -0.456
C -1.3669 -3.6941 -0.1003  -0.473
S -1.4204 -2.2070 0.9727  0.866
H -1.6457 -3.4688 3.0142  0.096
H 0.0180 -3.5326 2.4022  0.059
H -0.3256 -2.1025 4.5411  0.097
H -1.2448 -0.9859 3.5032  0.076
H 1.9319 -3.0960 3.3131  0.073
H 2.5319 -1.9850 4.5698  0.096
H 4.3625 -2.6341 2.9770  0.097
H 4.0379 -0.8921 2.9224  0.084
H 2.4895 -4.1206 1.2946  0.068
H 4.1770 -4.1584 0.7283  0.096
H 2.6505 -4.9772 -1.0746  0.096
H 3.4184 -3.4449 -1.5462  0.082
H 0.4743 -4.6197 0.5922  0.064
H -0.1095 -5.1752 -0.9846  0.097
H -2.0446 -4.4302 0.3371  0.095
H -1.7787 -3.3261 -1.0410  0.077
C 1.0401 5.0097 2.9719  -0.240
As 0.2683 3.2372 2.8387  0.769
C -1.6635 3.5190 2.8620  -0.227
C 0.6966 2.2884 4.4902  -0.243
S 1.0108 2.3389 1.0919  0.213
H 0.5391 5.5742 3.7600  0.049
H 0.9166 5.5338 2.0196  0.047
H 2.1068 4.9417 3.1979  0.051
H -1.9349 3.9260 3.8362  0.049
H -2.1987 2.5841 2.6957  0.032
H -1.9494 4.2220 2.0785  0.038
H 0.5386 2.9494 5.3392  0.049
H 1.7408 1.9782 4.4632  0.039
H 0.0680 1.4039 4.5910  0.012
Cl -2.4109 -0.6882 -3.8167  0.769
C -0.6834 -0.5739 -4.0927  -0.551
C -0.2020 -0.5771 -5.3754  -0.107
C 1.1639 -0.4379 -5.5899  -0.088
C 2.0052 -0.2710 -4.4985  -0.103
C 1.5003 -0.2935 -3.2218  -0.524
Cl 2.5953 0.0361 -1.8797  0.783
C 0.1104 -0.5067 -2.8967  -0.573
N -0.4208 -0.6217 -1.7067  -0.302
H -0.8793 -0.6794 -6.2103  0.112
H 1.5587 -0.4321 -6.5901  0.108
H 3.0637 -0.1238 -4.6454  0.114
N -3.2057 2.1552 -3.1084  0.005
C -3.8123 2.2243 -1.7563  -0.094
C -2.6869 2.3795 -0.7081  -0.184
N -1.4375 1.8477 -1.2031  -0.102
C -0.9407 2.6219 -2.3353  -0.165
C -2.0874 3.1129 -3.2467  -0.090
H -3.9248 2.3173 -3.8165  0.184
H -2.8395 1.1600 -3.2843  0.025
H -4.3638 1.3001 -1.5850  0.135
H -4.5019 3.0679 -1.7003  0.136
H -2.9654 1.8408 0.1998  0.119
H -2.5371 3.4340 -0.4549  0.121
H -1.5575 0.8537 -1.4854  0.046
H -0.2452 1.9952 -2.9007  0.116
H -0.3870 3.4854 -1.9595  0.124
H -1.7725 3.1525 -4.2887  0.140
H -2.4377 4.1044 -2.9498  0.136

Atoms 1-6, force components in eV/Å:
Ce -1.803 -2.113 1.417
C -0.355 0.049 -0.610
C 0.327 0.147 -0.167
S 0.035 -0.354 0.232
C -0.386 0.192 -0.021
C -0.145 0.091 -0.475

=====

C21H39BIN6O5S2 | ωB97M-V/def2-TZVPD

Output
Relative energy (zero: lowest compared OMol25 entry of this formula, charge and spin) = 0.00 kJ/mol
Net charge = -1
Frontier orbital gap = 8.61 eV
Max |F| = 0.84 eV/A

Each line ends with the Löwdin charge.
Positions of all 75 atoms, in Å:
C -3.7951 -1.4328 0.0957  -0.012
B -2.5173 -1.1149 0.9251  -0.538
O -2.4618 -1.2609 2.2851  0.112
S -0.9064 -0.5863 0.0604  0.539
O -0.9791 -0.9984 -1.3271  -0.342
O 0.1885 -1.1743 0.8327  -0.378
N -0.7958 1.0128 0.2897  -0.382
S -2.0446 1.8610 -0.2327  0.082
O -3.0238 2.0566 0.8158  -0.403
O -2.5685 1.4618 -1.5152  -0.411
I -1.0621 4.0629 -0.6369  0.575
H -4.2307 -0.5064 -0.2953  0.075
H -4.5367 -1.9334 0.7290  0.066
H -3.5621 -2.0651 -0.7671  0.067
H -2.2561 -0.4405 2.7514  0.120
C 2.4170 1.3503 5.0533  -0.112
C 1.6382 0.5219 4.0396  -0.261
C 1.8928 0.9509 2.5911  -0.192
C 1.4948 2.3404 2.3803  -0.247
N 1.1269 3.4161 2.2090  0.136
H 2.1283 2.4016 5.0043  0.068
H 2.2288 0.9950 6.0663  0.067
H 3.4923 1.2862 4.8680  0.072
H 0.5690 0.5947 4.2475  0.112
H 1.9059 -0.5309 4.1461  0.083
H 1.3223 0.3309 1.8953  0.068
H 2.9544 0.8567 2.3453  0.116
C -2.3189 5.3741 -4.2298  -0.131
C -2.1550 6.8346 -4.6321  -0.262
C -1.2130 7.6083 -3.6996  -0.195
C -1.7064 7.6202 -2.3205  -0.257
N -2.1039 7.5621 -1.2435  0.142
H -2.7625 5.2816 -3.2378  0.043
H -2.9613 4.8472 -4.9342  0.062
H -1.3585 4.8571 -4.2137  0.065
H -3.1290 7.3290 -4.6454  0.107
H -1.7522 6.8954 -5.6455  0.104
H -1.0981 8.6423 -4.0293  0.110
H -0.2235 7.1469 -3.6979  0.119
C -0.3225 -3.6210 3.1616  -0.103
C 0.6095 -4.7270 3.6363  -0.258
C 0.6970 -4.8603 5.1591  -0.193
C 1.1885 -3.6359 5.7945  -0.241
N 1.5761 -2.6741 6.2908  0.144
H 0.0138 -2.6388 3.4941  0.067
H -0.3463 -3.5929 2.0727  0.070
H -1.3460 -3.7604 3.5160  0.078
H 1.6096 -4.5415 3.2469  0.069
H 0.2814 -5.6868 3.2309  0.109
H 1.3758 -5.6693 5.4336  0.112
H -0.2860 -5.0856 5.5786  0.116
C 5.0329 -4.3937 0.2326  -0.113
C 3.8770 -3.4802 0.6209  -0.251
C 4.0587 -2.8436 2.0027  -0.178
C 4.1367 -3.8531 3.0614  -0.238
N 4.1355 -4.6598 3.8808  0.157
H 5.1229 -5.2342 0.9229  0.068
H 4.8812 -4.8002 -0.7674  0.070
H 5.9809 -3.8514 0.2347  0.074
H 2.9395 -4.0385 0.6061  0.111
H 3.7752 -2.6772 -0.1100  0.114
H 3.2181 -2.1860 2.2303  0.111
H 4.9700 -2.2430 2.0356  0.121
C -1.7399 -0.2266 -4.2846  -0.108
C -2.4823 -0.4636 -5.5932  -0.260
C -1.7781 0.1361 -6.8168  -0.200
C -1.6467 1.5934 -6.7430  -0.231
N -1.5382 2.7366 -6.6904  0.146
H -1.6660 0.8341 -4.0464  0.071
H -2.2519 -0.6991 -3.4510  0.057
H -0.7297 -0.6394 -4.3238  0.081
H -3.4930 -0.0541 -5.5278  0.110
H -2.5851 -1.5376 -5.7673  0.103
H -2.3290 -0.0936 -7.7310  0.110
H -0.7763 -0.2865 -6.9180  0.117

Atoms 1-6, force components in eV/Å:
C 0.022 -0.544 0.065
B -0.129 0.008 0.225
O -0.691 0.448 -0.178
S 0.254 -0.213 0.104
O 0.072 0.060 0.033
O -0.018 0.182 -0.096